(1)
35
Properties=species:S:1:pos:R:3:nbo_charge:R:1 method="wB97M-V/def2-TZVPD" orbital_gap_ev=4.907 total_charge=-1 total_energy_ev=-29383.812 relative_energy_ev=0.000 homo_energy_ev=-2.7
H 25.9459 -23.0501 -18.8733 0.088
H 27.3232 -25.9814 -11.5497 0.094
H 29.5483 -20.5386 -18.4894 0.204
O 30.2647 -26.6125 -16.4025 -0.496
H 26.6057 -18.5002 -15.3631 0.173
O 28.3260 -19.6430 -17.0881 -0.523
O 27.2022 -20.4771 -15.4015 -0.492
O 26.9671 -25.1563 -13.4186 -1.025
H 25.8593 -19.4492 -16.6557 0.196
H 28.5856 -27.7657 -16.2391 0.185
O 32.1091 -25.5171 -16.0344 -0.502
H 26.3668 -24.4947 -11.5043 0.079
H 32.3272 -23.4788 -16.4049 0.195
C 26.2832 -24.0136 -18.4321 -0.211
H 30.4578 -19.4952 -17.3496 0.188
H 25.5788 -25.8817 -12.1434 0.102
C 26.2207 -19.4879 -15.6283 -0.250
C 30.7695 -25.4565 -16.0396 0.990
H 25.5875 -24.7458 -18.8946 0.096
H 33.7862 -24.4257 -16.1055 0.181
C 29.5126 -19.6451 -17.8610 -0.261
H 32.7303 -23.9709 -14.7563 0.185
C 32.7478 -24.2880 -15.8017 -0.255
H 29.3490 -18.8579 -18.6006 0.187
O 30.1309 -24.4796 -15.7917 -0.661
O 26.1776 -23.9404 -17.0570 -1.024
H 28.5062 -26.2672 -15.2634 0.247
H 28.3516 -26.2353 -17.0612 0.206
C 28.8341 -26.7086 -16.2047 -0.283
C 26.5760 -25.4015 -12.1162 -0.208
H 25.3827 -19.7336 -14.9820 0.206
O 28.8670 -21.6509 -16.2379 -0.623
Na 27.7728 -23.5887 -15.3587 0.922
H 27.2971 -24.2604 -18.8026 0.087
C 28.1933 -20.6763 -16.2462 1.003


(2)
32
Properties=species:S:1:pos:R:3:nbo_charge:R:1 method="wB97M-V/def2-TZVPD" orbital_gap_ev=9.704 total_charge=0 smiles="O=C(CCS)NCO.O.O.O.O.O" total_energy_ev=-31112.868 relative_energy_ev=1.651 homo_energy_ev=-9.4
H -1.4985 -1.2828 -2.5136 0.172
O 0.5097 -1.8884 -2.0982 -0.735
H 0.2191 0.9889 -1.5595 0.278
H 3.1310 1.9714 -0.7681 0.469
O 3.3709 -1.1527 -0.6951 -0.953
H -1.1714 -2.1291 0.3739 0.423
C -0.6747 -0.1611 -0.1260 0.750
C -0.7487 0.9104 -1.1484 -0.561
H 3.0354 0.4678 -1.1253 0.503
H -1.1641 -3.1653 -1.8982 0.206
H 3.4192 -2.0728 -0.9274 0.484
C -0.8636 -1.9688 -1.8404 0.081
H 0.2767 3.9934 -1.4931 0.152
S -1.0586 3.5573 -1.5709 -0.055
H -1.4747 0.7708 -1.8952 0.242
O -0.4299 -0.1814 1.0911 -0.709
H -3.2374 -1.6360 2.3724 0.479
O -1.0802 0.9341 3.6209 -0.974
H 0.8446 -0.9595 -2.3216 0.489
O 2.6729 1.3851 -1.3363 -0.995
H 3.0062 -1.2313 0.1644 0.494
O 2.0856 0.0142 1.9303 -0.962
H -0.3592 0.6468 4.2461 0.466
C -1.0228 2.1934 -0.3558 -0.537
H -1.8855 2.2371 0.3794 0.251
H 2.0765 -0.4324 2.7002 0.456
H -0.1595 2.3227 0.4270 0.255
O -3.6105 -1.9040 1.5450 -0.960
H -0.9552 0.4027 2.7611 0.495
H -3.2856 -1.3258 0.7871 0.482
H 1.1660 0.1846 1.7327 0.491
N -1.1336 -1.4893 -0.4580 -0.678


(3)
105
Properties=species:S:1:pos:R:3:lowdin_charge:R:1 method="wB97M-V/def2-TZVPD" orbital_gap_ev=9.655 total_charge=0 smiles=C1CCOC1.C1CCOC1.C1CCOC1.C1CCOC1.C1CCOC1.C1CCOC1.C1CCOC1.BCOCC total_energy_ev=-50253.158 homo_energy_ev=-8.8
H 0.4587 -8.9873 1.3765 0.111
C 6.4577 1.2352 -3.9091 -0.164
C -1.5269 -8.0828 1.2332 -0.203
C 0.7961 4.8618 -5.9508 -0.164
C -1.4636 -1.0666 1.1806 -0.195
H -0.9269 2.1362 5.7783 0.120
H -1.8057 -6.7301 4.0669 0.118
H -5.6745 -4.3210 3.8909 0.110
H -2.8152 5.0414 4.1247 0.118
C 1.8322 -0.4776 -4.5943 -0.059
C -0.9416 3.2116 5.5707 -0.202
C -4.1954 -4.3024 2.2603 -0.160
H -1.6959 1.4210 0.0427 0.084
C -1.8351 3.9476 6.5616 -0.169
C 1.6183 1.6475 1.8422 -0.157
H -0.3341 -8.5996 3.6628 0.113
C -4.3929 -3.6971 0.8775 -0.201
C -1.2630 -6.7234 3.1203 -0.210
H -7.2075 -2.9388 2.0682 0.115
H 1.0792 -2.3531 -3.7663 0.114
H 2.8808 4.8122 -5.3650 0.113
H -1.5882 1.8285 2.4208 0.090
C -0.0459 -8.0456 1.5893 -0.169
H 1.5985 0.5535 -4.3411 0.055
C -0.1011 -7.7076 3.0781 -0.169
H -4.6534 -4.4637 0.1402 0.121
H -3.0800 0.9257 2.7121 0.118
H 0.0874 3.5744 5.5572 0.117
H -1.4284 2.4695 -2.8433 0.043
H -3.5548 -3.6535 2.8637 0.115
H -3.4311 1.5105 0.3963 0.118
H 7.2184 1.0212 -0.6938 0.117
H 1.2792 3.7884 2.0453 0.117
H -3.6226 2.8343 6.0631 0.114
C -2.5115 0.9677 0.6140 -0.148
C -2.8243 3.9856 4.4160 -0.205
O -2.1612 -7.1289 2.0858 -0.163
H -1.6293 -2.0896 1.5272 0.105
H -3.5623 -0.9246 0.6478 0.100
H 6.8829 2.1476 -4.3320 0.114
H 4.6443 2.3984 -3.4523 0.109
H -6.1986 -5.1118 2.3969 0.114
H 1.0434 5.3341 -6.9009 0.111
O -1.5131 3.4409 4.2832 -0.165
C -6.1315 -2.9526 2.2501 -0.206
H 3.6915 2.2890 1.9398 0.113
H 1.5452 1.5542 2.9254 0.114
H 0.0084 2.9632 1.1340 0.102
H -1.5402 4.9960 6.6369 0.113
B -0.6640 1.6213 -2.5037 0.005
O -5.4640 -2.7586 1.0024 -0.148
O 0.1445 -0.8053 -2.8725 -0.184
C 7.0842 1.5306 -1.6495 -0.202
H -0.0818 -1.4975 -4.7933 0.111
H 0.8357 4.1578 -3.2007 0.119
H -3.7491 -5.2938 2.2152 0.093
H 3.7210 2.8708 -0.4125 0.106
H 6.2378 0.5467 -4.7246 0.111
C -2.1707 0.9663 2.0994 -0.198
H 1.9222 5.9447 -4.4003 0.114
H 0.8238 -7.2765 3.4591 0.112
H -1.8051 3.5075 7.5577 0.111
H 2.5869 1.5663 -0.8029 0.112
C 0.7170 -1.3639 -4.0507 -0.270
H -0.5123 -1.0386 0.6359 0.115
C -3.1995 3.8248 5.8847 -0.167
C 7.3944 0.6486 -2.8541 -0.168
H -3.9186 4.5728 6.2167 0.110
H 4.5661 0.6919 -2.9918 0.109
C -0.8058 0.2244 -3.1677 -0.242
H -0.9408 0.3223 -4.2514 0.108
H -1.7318 -7.8057 0.1981 0.117
C 0.6532 3.3494 -6.0712 -0.196
H 1.9560 -0.5440 -5.6760 0.076
H 1.3560 2.9460 -6.8085 0.119
H 7.7080 2.4310 -1.6509 0.117
C -5.6226 -4.2780 2.8034 -0.165
H -0.9191 -5.7015 2.9272 0.117
H -1.7896 -0.1488 -2.8166 0.110
C 3.0493 1.6714 1.3081 -0.159
H -0.1288 5.3031 -5.5749 0.115
O 1.7658 3.2398 0.1052 -0.155
H -3.4901 3.4481 3.7376 0.111
C 5.2279 1.5584 -3.0705 -0.206
H 3.4941 0.6798 1.2273 0.111
C 1.0824 2.9805 1.3321 -0.200
C -2.5999 -0.5277 0.3182 -0.154
H 1.0616 0.8187 1.3996 0.102
O -1.3990 -0.2163 2.3245 -0.141
H -3.5139 -3.1621 0.5182 0.093
H 7.1259 -0.3888 -2.6450 0.113
O 0.9602 2.8234 -4.7809 -0.180
H 2.4185 3.4050 -3.4556 0.110
H 8.4455 0.6823 -3.1384 0.110
H -5.8858 -2.1282 2.9291 0.115
H 0.4591 -7.2502 1.0380 0.114
O 5.7117 1.8987 -1.7740 -0.153
H -1.9505 -9.0761 1.4160 0.117
H 0.0908 1.8205 -1.6034 0.038
C 1.9047 4.9800 -4.9055 -0.159
C 1.5534 3.8370 -3.9621 -0.192
H -0.3536 3.0277 -6.3430 0.119
C 2.8501 2.3234 -0.0532 -0.211
H 2.7919 -0.7253 -4.1436 0.060
H -2.4702 -0.7736 -0.7360 0.101


(4)
23
Properties=species:S:1:pos:R:3:nbo_charge:R:1 method="wB97M-V/def2-TZVPD" orbital_gap_ev=9.560 total_charge=0 total_energy_ev=-80593.941 relative_energy_ev=0.972 homo_energy_ev=-8.8
C -0.9326 0.6526 -0.3380 -0.460
H 0.1546 -0.9374 0.6146 0.224
H 1.9331 0.6944 -0.0866 0.230
Br -1.2247 2.4283 2.9806 0.058
H -1.2690 0.9123 -1.3469 0.215
H -2.0759 -3.8174 -0.3259 0.199
H 0.9851 0.4472 3.8718 0.208
O -0.5456 2.9354 0.0407 -0.697
H 1.4937 1.7313 -1.4473 0.223
H -2.4559 -1.4425 -0.7090 0.195
H -1.8072 0.7273 0.3130 0.230
H 2.0648 2.4500 0.0661 0.221
H 0.0587 3.6425 0.3040 0.482
C 0.1101 1.3756 2.1970 -0.172
C 1.4752 1.6386 -0.3590 -0.684
C 0.0541 1.7122 0.1107 0.445
C 0.9737 0.5932 2.8000 -0.514
H 0.3161 -0.9084 -1.1426 0.211
C -1.2822 -3.0957 -0.2304 -0.390
C -0.3889 -0.7727 -0.3178 -0.455
C -1.4738 -1.8056 -0.4359 -0.165
H -0.3151 -3.4898 0.0394 0.187
H 1.7217 0.0575 2.2431 0.207


(5)
71
Properties=species:S:1:pos:R:3:lowdin_charge:R:1 method="wB97M-V/def2-TZVPD" orbital_gap_ev=6.657 total_charge=-1 total_energy_ev=-71346.945 homo_energy_ev=-4.4
H 2.9543 3.2500 1.2594 0.110
H 0.7374 -0.2206 -3.2762 0.061
H -1.9163 -0.5106 1.8627 0.098
H 4.2970 -3.3804 3.0437 0.108
C -2.2782 4.3255 -1.0214 -0.155
C 0.0750 -3.3550 -4.3867 -0.109
C 0.6183 -2.0812 -4.3429 -0.098
H 1.3504 -0.0010 4.3052 0.118
H -1.8417 2.8143 3.9863 0.103
P 0.6334 2.1733 -0.1411 0.880
C -0.7018 2.5399 2.1812 -0.119
H 4.4010 -3.7645 0.6480 0.096
C 1.1175 0.9428 2.3462 -0.120
H -4.2943 -0.8109 2.4454 0.099
C 5.1247 1.4144 -0.6404 -0.138
H 2.6009 -3.1190 -0.7467 0.080
H 3.2266 -1.7820 -0.0832 0.067
C 3.5375 -2.9000 2.4380 -0.142
C -0.9673 2.3369 3.5225 -0.112
H -5.9507 -1.4360 0.8014 0.108
H 2.1593 0.5788 -1.9567 0.051
O 1.1143 -2.8930 2.7210 -0.232
C -4.5880 -1.3961 -0.8579 -0.124
O 2.4511 -2.8320 4.5425 -0.033
C -0.8614 -3.0398 -2.2426 -0.123
H 1.9383 0.3848 1.8706 0.089
H -1.3177 3.2113 1.5442 0.099
Te -1.4508 1.7959 -2.5591 1.166
C 2.8662 1.0303 -1.2981 -0.106
H 6.2058 1.2437 -0.7543 0.097
C 4.7172 2.2921 0.3613 -0.097
H 2.8967 -4.5104 1.0650 0.126
H -3.0331 -1.2433 -2.3005 0.091
C 0.8483 0.7872 3.6957 -0.080
C 2.2747 -2.8844 3.3045 -0.660
H 5.5419 2.7832 0.9217 0.106
C -4.9497 3.6929 -0.7942 -0.151
H 0.2454 -3.9661 -5.2800 0.101
H 4.6197 0.1727 -2.2959 0.099
H -1.2303 4.5280 -1.0743 0.057
C -4.8914 -1.3446 0.4742 -0.126
C -0.2479 0.9089 -1.0495 -0.998
H -1.2188 -4.7274 -3.5035 0.093
C 3.4236 -3.5196 1.0758 -0.249
C 3.3520 2.5286 0.5374 -0.107
C -2.7207 3.0383 -1.3678 -0.537
N 2.6569 -2.6014 0.1374 -0.105
H 3.8222 -1.8461 2.3700 0.117
C 2.4330 1.8745 -0.2787 -0.395
C -3.2762 -1.2611 -1.2358 -0.122
H -6.0244 3.4952 -0.7266 0.099
N -4.5490 4.9910 -0.6595 0.027
H -4.3885 1.6959 -1.2565 0.071
C -3.9788 -0.9505 1.4269 -0.113
C -4.0618 2.7009 -1.1451 -0.136
C 4.2321 0.7832 -1.4774 -0.106
C -0.6856 -3.8246 -3.3442 -0.106
H 1.1048 -1.6878 -5.2294 0.100
H -0.5077 1.3622 5.2928 0.093
H -3.0132 6.3462 -0.5974 0.097
Au 0.6481 -2.0430 0.8382 0.725
C -0.3742 -1.7287 -2.2017 -0.396
H -1.3436 -3.5182 -1.3740 0.117
P -0.5358 -0.8012 -0.6836 0.700
C -2.6675 -0.7779 1.0966 -0.088
C -2.2545 -1.0685 -0.2558 -0.359
C 0.4273 -1.2613 -3.2530 -0.116
C 0.3200 1.8172 1.5917 -0.419
H -5.4130 -1.5189 -1.5679 0.106
C -3.2422 5.2876 -0.7210 -0.164
C -0.1969 1.4795 4.2730 -0.111


(6)
118
Properties=species:S:1:pos:R:3:lowdin_charge:R:1 method="wB97M-V/def2-TZVPD" orbital_gap_ev=1.074 total_charge=+1 total_energy_ev=-152507.681 homo_energy_ev=-8.9
O -0.5180 -3.9417 -4.1355 -0.331
H 0.5462 1.3695 0.6949 0.059
H 1.1226 -2.2143 -2.0091 0.164
O -11.5511 0.1150 5.1321 -0.480
I 5.7877 1.6822 1.3270 0.981
H 1.0096 5.1076 0.2553 0.120
H 7.7775 3.2932 -2.4950 0.116
H -10.4739 -3.8765 -3.6281 0.041
O -10.9240 -2.0677 2.5141 -0.492
H 6.8926 1.9734 -1.5810 0.063
H -1.0198 4.1586 1.7096 0.082
H -2.3589 1.4135 -2.3704 0.090
C 1.9621 -1.5509 -2.4340 -0.281
C -0.4503 0.4467 6.3626 -0.182
H -1.2727 4.4442 6.7969 0.040
H -2.0468 -0.7938 7.0263 0.094
H 1.1369 -0.8704 -4.4435 0.139
H -7.2798 3.1357 0.7631 0.112
N 1.8094 -1.9291 1.5351 -0.196
C -4.6477 0.8283 -0.7801 -0.053
H 1.2892 4.8168 2.8201 0.131
H -0.0484 2.4516 2.8160 0.132
H -5.4977 1.1468 -0.0791 0.064
C 0.0177 -2.3689 2.8662 -0.626
H 5.3476 -1.0388 3.7013 0.098
C 5.0216 -0.3832 1.5501 -0.628
H 4.1661 0.3154 3.5714 0.023
H 3.5975 3.5269 -2.5236 0.153
H 3.7992 -5.1001 3.1659 0.085
C -0.2613 -0.0868 -2.9591 -0.217
C -8.2648 1.7799 1.1070 -0.797
H -4.8803 -0.8825 -2.2707 0.130
C 0.8137 4.0937 0.7534 -0.270
Li 2.3448 1.7291 4.5485 0.699
C 1.0714 2.6142 3.0011 -0.208
C -3.7088 0.5557 -4.0052 -0.190
H 3.6933 -1.4765 3.1062 0.042
H 4.3863 -3.6716 2.1865 0.066
C -2.4178 1.3969 -3.5176 -0.162
H -1.5184 -1.0942 5.3550 0.046
H -0.8331 -1.0732 -2.8590 0.125
C 4.4750 -0.6624 3.0489 -0.147
H -11.3582 -2.8144 -4.2622 0.044
N 1.2075 -1.8720 2.7887 0.015
C 1.8224 1.2254 2.5349 -0.248
Na -7.7487 -0.9206 -2.4065 0.827
C 2.8824 -0.4672 -0.2826 -0.266
C 6.8084 3.0526 -1.9302 -0.128
H 2.7192 -5.2373 0.9154 0.122
C 1.2110 -0.4491 -3.3761 -0.102
C -5.2007 0.2146 -2.1692 -0.261
H -0.0882 0.2328 1.9590 -0.020
H 6.0317 -0.9466 1.5639 0.090
O -8.9671 1.0896 1.8729 0.051
F 2.5690 -2.4145 -3.4256 -0.029
H 1.8397 0.5106 -3.4848 0.099
H 1.2105 3.3085 0.0064 0.096
C 1.5673 -0.7478 0.6433 -0.221
H 2.6868 3.9406 2.0284 0.082
O 5.6357 3.1370 -2.7751 -0.193
C 4.0346 1.4015 -1.8710 -0.122
S -1.5492 -2.9164 2.9440 0.678
N -0.6651 3.9152 0.7777 0.011
H -0.3321 0.4251 -1.9618 0.049
F 1.3595 -5.8819 -6.8533 0.108
C 1.5465 3.9011 2.1801 -0.164
C -1.0463 0.7869 -4.0667 -0.188
C 2.9127 1.1046 -0.7484 -0.110
H -0.3703 1.5854 -4.5104 0.107
H 3.0980 -3.4666 3.5460 0.061
H 6.7592 3.8054 -1.0702 0.080
H 0.6333 -1.0751 0.0625 0.003
N 0.1221 1.4717 6.3599 0.116
V -11.2187 -0.9489 3.8053 1.320
O -1.2931 -4.4125 -6.4004 -0.307
O -7.7124 2.9094 1.6106 0.090
H -3.8926 0.7275 -5.1239 0.137
O -0.9210 -6.2438 -4.8353 -0.301
C 2.2809 -4.4853 1.6668 -0.197
C 4.4311 2.9729 -1.9732 -0.236
H -0.9472 2.9514 0.5629 0.062
C 1.2125 -5.0272 -5.8178 -0.634
H -3.5242 -0.5693 -3.8931 0.133
O 2.9762 -1.1275 -1.5912 -0.082
H 1.8437 0.5436 3.4921 0.064
H 1.2161 2.8574 4.1269 0.058
H 1.9158 1.4059 -1.2406 0.126
Na 3.7331 4.1954 0.0831 0.492
H 4.5959 3.4369 -0.9288 -0.006
Cl -1.0800 -0.3475 0.5709 0.168
H -6.3590 0.1909 -2.0773 0.041
H 1.4392 -5.0386 2.2018 0.106
O -4.9005 1.0179 -3.3205 -0.179
H -0.5201 -1.6505 6.7173 0.094
H 3.6492 1.1191 -2.9088 0.121
H 2.3963 -3.1552 -0.0837 0.126
H 3.0329 1.8226 0.1237 0.036
S -0.5494 -4.8948 -5.2430 0.469
F 2.0455 -5.4666 -4.8477 0.101
F 1.7142 -3.8429 -6.2348 0.098
O -1.1790 4.2528 5.8563 -0.076
H -4.0400 -0.0182 -0.2944 0.055
H -1.3323 0.0782 -4.9261 0.123
O -10.6856 -2.9362 -3.5814 -0.065
C 1.7041 -3.2275 0.8347 -0.174
H 5.0306 -0.9815 -0.5239 0.136
C 3.4623 -4.1173 2.6702 -0.132
H 5.0113 0.8489 -1.7102 0.098
H 4.1285 -2.1193 0.5343 0.126
H -2.5635 2.4951 -3.8190 0.119
H -0.7767 3.3755 5.8345 -0.043
H -3.9717 1.7351 -0.9509 0.082
H 0.6654 -3.4431 0.3788 0.139
C 0.9194 0.5619 1.4166 -0.349
C -1.1809 -0.8568 6.3656 -0.033
H 2.9004 1.4774 2.2649 0.042
C 4.2627 -0.9922 0.3384 -0.148
O -7.9655 1.6046 -0.1023 -0.022